[1]
{"formula": "C18H47KN2O7", "method": "ωB97M-V with the def2-TZVPD basis set", "homo_energy_ev": -6.32, "orbital_gap_ev": 6.2, "fmax_ev_per_a": 2.28, "elements": ["O", "H", "H", "H", "C", "O", "H", "H", "H", "H", "O", "H", "C", "H", "N", "H", "H", "C", "H", "H", "H", "H", "C", "C", "H", "C", "H", "H", "C", "H", "H", "H", "C", "H", "O", "O", "C", "C", "C", "H", "O", "H", "H", "H", "H", "C", "C", "H", "H", "C", "H", "H", "H", "H", "O", "H", "H", "K", "H", "H", "C", "C", "H", "H", "H", "H", "H", "C", "C", "N", "H", "H", "H", "H", "H"], "positions_angstrom": [[0.820315, 0.423144, 4.803102], [1.443575, 0.043043, 1.733780], [4.772886, -0.510996, -5.696813], [-5.205398, -0.663198, 2.454134], [0.545057, 1.554334, -0.602413], [-3.058865, 1.532433, 0.732177], [-1.383996, 1.040150, -2.917454], [-0.790925, 0.738241, 2.796848], [-3.363804, 1.487035, -0.206648], [-4.443781, -3.555058, 3.120116], [-3.289579, 0.708673, -2.109930], [-1.225188, -0.013947, 5.285215], [3.828762, 0.800652, -4.273797], [3.423110, -0.280487, -1.104806], [4.032648, -0.051183, -3.114521], [-5.526743, -2.637098, 4.123830], [1.379249, 1.107430, -2.933895], [5.124723, 2.683443, -6.261397], [1.327126, -1.733328, 0.181206], [-0.154666, 1.383121, 0.213061], [-5.756345, -2.075537, 1.590310], [5.205599, 3.211793, -7.211427], [4.874105, 0.521282, -5.350951], [1.710723, 0.259275, -2.324275], [-4.688008, 2.709285, 0.945715], [-3.418629, 2.837140, 2.694667], [1.502903, -5.150787, 0.736035], [0.916781, -3.798714, -0.267035], [3.192779, 0.329662, -1.973695], [-0.514160, -2.088426, 2.316665], [1.398110, -0.669977, -2.808398], [-4.737765, 1.281324, 1.957175], [-0.856295, -0.296123, 3.179438], [4.401356, 3.234251, -5.652098], [1.666512, -3.226063, 1.534767], [4.698592, 1.358495, -6.476358], [1.845202, -1.884258, 1.132430], [-0.392480, -0.291334, 4.635966], [-4.678672, -2.537810, 3.442076], [-2.037393, -1.460206, -3.012651], [-3.782381, -1.667238, 1.370654], [0.818210, 0.299036, 6.915745], [-4.081272, 3.035433, 3.542578], [-2.693021, 1.297348, -4.005305], [3.319308, 1.389311, -1.696097], [1.693554, -4.123492, 0.447716], [-2.228469, -0.747577, -3.821834], [2.836858, 0.717514, -4.720784], [0.172809, 1.734241, 6.306074], [1.240566, -0.939845, 2.162734], [2.906342, -1.623625, 1.032547], [1.894245, 1.465034, 6.286384], [-2.545969, 2.397455, 3.178219], [-0.142520, -1.328884, 4.906766], [0.927862, 0.286194, -1.128236], [-1.396236, -0.685051, -4.528611], [-0.028851, 2.116651, -1.351197], [-1.670394, -0.867544, -0.174873], [1.730526, -1.125548, 3.117358], [4.991448, 0.077332, -2.806527], [-2.401013, 0.652433, -3.149221], [-4.939888, -1.689272, 2.213662], [-3.875713, -2.097074, 4.033579], [-3.150046, 3.801139, 2.257227], [5.911807, 0.531542, -4.991374], [-1.951174, -0.348202, 3.145083], [-3.124464, -1.017708, -4.377254], [-4.075845, 2.063549, 1.577233], [0.941985, 0.987132, 6.062532], [-0.212115, -1.127801, 2.182770], [6.114059, 2.743635, -5.793065], [1.390576, 2.206079, -0.374190], [3.876858, 1.875290, -4.034478], [-3.669106, -2.563890, 1.047457], [2.614022, -4.043295, -0.143406]], "forces_ev_per_a": [[-0.19, 0.61, -0.16], [0.03, 0.27, 0.61], [-0.32, 0.09, -0.15], [0.27, 0.05, 0.04], [-0.24, 0.27, -1.35], [0.02, -0.25, -0.20], [0.25, -0.18, 0.25], [0.49, -0.01, 0.29], [0.22, -0.19, -0.04], [0.30, 0.03, 0.16], [0.70, -0.47, 0.56], [0.22, 0.65, 0.11], [0.45, 0.76, -0.29], [-0.07, -0.22, -0.05], [-0.16, 0.16, 0.44], [-0.19, 0.21, -0.25], [0.23, -0.15, -0.21], [-0.07, 0.44, 0.05], [0.19, 0.15, -0.14], [0.40, 0.10, 0.35], [-0.12, -0.05, 0.39], [-0.14, -0.29, -0.14], [-0.30, -0.71, -0.27], [-0.83, -0.08, 0.65], [-0.20, 0.24, 0.34], [-0.30, 0.91, 0.31], [0.09, 0.06, 0.39], [-0.10, -0.35, 0.05], [-0.48, 0.65, -0.77], [0.67, -0.14, 0.15], [0.41, 0.05, -0.19], [0.09, -0.19, 0.01], [-0.71, 2.14, -0.30], [0.11, 0.05, 0.08], [0.12, -0.50, 0.44], [0.37, -0.10, -0.03], [-0.27, 0.10, 0.24], [0.51, -1.71, -0.62], [-0.27, -0.02, 0.12], [0.08, -0.37, -0.30], [0.31, 0.21, 0.18], [0.06, -0.59, -0.44], [-0.34, 0.05, -0.28], [-0.14, 0.22, 0.03], [0.47, -0.04, 0.15], [-0.31, 0.96, -1.02], [0.09, 0.97, 0.61], [0.00, -0.59, 0.07], [-0.08, 0.17, -0.58], [-0.12, -1.24, -1.19], [0.03, -0.23, -0.21], [0.25, -0.07, -0.85], [0.13, -0.36, -0.56], [-0.30, -0.13, 0.11], [-0.25, -0.13, 0.70], [0.12, -0.30, 0.06], [-0.09, -0.16, -0.10], [-0.49, 0.73, -0.59], [-0.01, 0.38, 0.15], [0.05, -0.18, -0.16], [-0.64, 0.13, -0.50], [-0.39, -0.31, -0.43], [0.21, -0.21, -0.13], [0.35, 0.03, 0.36], [-0.03, 0.57, 0.28], [0.08, -0.92, 0.01], [-0.12, -0.16, 0.20], [0.33, -0.44, -0.53], [-0.49, 0.47, 2.13], [-0.33, 0.01, 0.63], [-0.04, -0.19, 0.13], [0.12, -0.28, 0.57], [0.17, 0.02, 0.33], [-0.11, -0.21, -0.03], [0.24, -0.20, 0.34]]}

[2]
{"formula": "C3H5N3", "method": "ωB97M-V with the def2-TZVPD basis set", "homo_energy_ev": -8.82, "e_above_lowest_kcal_mol": 101.9, "orbital_gap_ev": 9.4, "fmax_ev_per_a": 0.98, "elements": ["N", "H", "H", "H", "N", "C", "N", "H", "H", "C", "C"], "positions_angstrom": [[0.773485, -0.927466, -0.150577], [-1.922549, -1.513333, 0.282623], [-2.167135, 0.196768, 0.715904], [-2.096647, -0.282254, -0.984970], [1.992981, -0.904618, -0.418186], [-0.218176, -0.243284, -0.011492], [1.983862, 1.444022, -0.055091], [-0.010042, 2.278367, 0.162784], [2.530157, -1.165651, 0.413361], [-1.681670, -0.481938, 0.008876], [0.815739, 1.599390, 0.036772]], "forces_ev_per_a": [[-0.31, 0.48, 0.02], [0.06, 0.15, -0.03], [0.08, -0.09, -0.11], [0.08, -0.02, 0.13], [-0.22, -0.05, 0.10], [0.34, -0.54, -0.07], [-0.96, 0.16, 0.08], [0.10, -0.09, -0.03], [-0.03, 0.00, -0.05], [-0.06, -0.01, 0.01], [0.92, 0.01, -0.05]]}

[3]
{"formula": "C42H48BClGeHgIN4O10SbSi3", "method": "ωB97M-V with the def2-TZVPD basis set", "spin_multiplicity": 2, "homo_energy_ev": [-4.62, -5.01], "e_above_lowest_kcal_mol": 19.0, "orbital_gap_ev": [6.6, 6.9], "fmax_ev_per_a": 0.97, "s_squared": 0.77, "total_charge": -1, "elements": ["C", "H", "H", "H", "H", "O", "H", "C", "C", "H", "H", "C", "H", "H", "C", "C", "Si", "C", "H", "Hg", "H", "N", "C", "H", "O", "C", "H", "H", "O", "H", "C", "H", "H", "H", "C", "C", "Si", "H", "Ge", "O", "H", "H", "H", "C", "H", "H", "H", "O", "H", "H", "N", "C", "C", "C", "C", "H", "H", "C", "C", "N", "O", "C", "N", "Sb", "I", "C", "H", "C", "C", "C", "H", "H", "O", "H", "C", "C", "H", "C", "H", "H", "H", "C", "C", "H", "C", "H", "C", "C", "H", "Si", "H", "B", "C", "H", "Cl", "O", "C", "C", "C", "H", "H", "C", "H", "O", "H", "C", "O", "H", "C", "C", "C", "H", "C"], "positions_angstrom": [[-2.911554, 0.648689, -5.551724], [-2.108494, -4.331964, -0.089899], [-6.289207, -5.105355, -2.609458], [-4.603379, 1.353615, 4.503672], [-0.268797, 0.627775, -6.254557], [-2.457343, -2.041047, -2.965384], [4.065419, 5.128275, -0.859217], [-0.335031, -2.373736, -2.056243], [3.390630, 5.359039, -0.036441], [-5.829901, -2.879254, -1.654268], [3.952309, 5.248484, 0.891564], [2.962235, 0.250892, 3.546658], [-1.658025, -2.607363, 5.370241], [6.009101, 2.531781, 0.053689], [2.075867, 3.163259, 3.792706], [-1.778128, 0.866793, -4.736481], [1.858761, 4.278443, -0.065043], [-1.631851, 1.032585, 6.166084], [5.145941, 3.365753, -1.230894], [-1.257287, 1.394749, -0.404030], [2.256527, 2.955668, 4.850459], [2.532263, -2.889185, 0.309493], [-1.498676, -1.950448, 2.049559], [5.453587, 1.765008, 2.254695], [-2.891443, 1.443604, 2.297414], [-5.120949, -3.685463, -1.507281], [1.618887, 1.001402, -4.679471], [-4.656155, -6.935176, -2.324309], [2.598239, -5.525690, -3.889848], [-2.552522, -6.535685, -1.089840], [0.634343, -1.952134, -1.038783], [2.868016, -0.013775, -2.623712], [-3.672883, 1.092605, 6.810661], [6.247220, 2.043637, -1.628291], [-4.166093, 0.669799, -5.012662], [5.507688, 2.393525, -0.902827], [4.137755, 1.116983, -0.799460], [5.759006, -0.203741, 0.550267], [-3.524216, -1.735010, -0.057421], [-0.632321, 1.297265, 2.639244], [3.788593, -0.377633, 3.211386], [-0.710083, -3.465089, -3.841650], [0.172544, 5.910646, 0.705387], [-1.981148, 1.124521, -3.363514], [5.004448, -1.208462, -0.693395], [2.872199, -4.496585, -1.722306], [-4.603011, -0.663371, -0.203512], [0.831454, -4.960505, -4.976444], [2.043744, -0.280719, 3.291109], [1.077438, 5.294768, 2.093047], [1.568860, -4.883859, -4.009259], [3.715831, 0.671291, -2.572732], [-1.070444, -2.198313, 3.348966], [-0.015319, -3.271086, -3.038319], [-0.448727, 0.830188, -5.207649], [2.405316, 4.181993, 3.585820], [1.102014, 1.449024, -2.282146], [-3.028627, -4.495000, -0.641700], [-4.361407, 0.922345, -3.651027], [-0.919574, 1.324641, -2.534452], [0.543227, -0.868602, -0.448247], [0.308754, 1.287662, -2.999862], [-1.624563, -1.823018, -2.068619], [1.980495, 1.766370, 0.417774], [-6.290860, 0.907806, -2.876732], [-3.540459, 1.278198, 4.680175], [4.574535, 0.177330, -3.033921], [1.199749, -3.970406, -2.947001], [1.708543, -2.906577, -0.880818], [4.800984, 2.521736, 2.692083], [-4.076287, -2.521389, 4.868012], [4.906740, 3.434933, 2.106762], [3.404569, -3.739461, 0.415970], [-1.253614, 0.919696, 7.172969], [-1.993879, -2.413077, 4.360058], [-0.732876, 1.075122, 5.100822], [-0.008210, -2.226678, 3.558159], [0.591134, 1.040443, -4.347497], [-4.845228, -2.092225, 2.574319], [0.110875, 3.966748, -1.808955], [4.127092, -0.819952, 0.778288], [-3.780707, -2.131513, 2.780031], [-1.277533, 1.217011, 3.846835], [-0.765999, -1.742251, 1.285084], [-2.641060, 1.311365, 3.641445], [-0.183826, 4.311530, 1.362771], [4.818909, -0.420103, 0.039047], [-3.945335, -3.456719, -0.797647], [0.335615, 0.992011, 5.242421], [3.021240, 1.934580, 2.738732], [5.150848, 2.722072, 3.708667], [-1.644482, 1.412918, 1.682262], [-3.352645, -2.370776, 4.077123], [1.001357, 3.117212, 3.615893], [-2.710616, 0.335838, -7.260548], [2.312971, -2.048932, 1.168818], [-5.378410, -4.935949, -2.050398], [2.010994, -3.857160, -1.844225], [-3.279039, -5.741070, -1.196386], [3.022112, 0.350620, 4.633432], [1.692941, 4.103421, -2.567608], [-3.312756, 1.179694, -2.759399], [0.884073, 5.546850, -1.942545], [-3.432295, 1.429487, -1.530031], [-5.018976, 0.486378, -5.650820], [-2.859124, -1.924715, 1.751034], [-2.028779, -1.126032, -0.962316], [3.087618, 6.404992, -0.128497], [0.621662, 5.016236, 1.144300], [-4.457306, -5.961903, -1.895542], [1.070424, 4.485815, -1.755717], [3.479013, 1.557953, -3.166527], [-3.005247, 1.133079, 5.960106]], "forces_ev_per_a": [[0.03, -0.03, -0.06], [0.01, 0.00, 0.01], [-0.03, -0.01, 0.00], [-0.04, -0.01, 0.00], [0.00, -0.02, 0.00], [-0.17, 0.04, -0.20], [0.01, 0.03, -0.05], [-0.33, 0.05, 0.17], [0.12, -0.03, 0.06], [-0.01, 0.03, -0.01], [0.01, 0.02, 0.05], [-0.09, -0.14, -0.05], [0.01, 0.02, 0.03], [0.02, 0.01, 0.05], [-0.15, 0.04, -0.02], [0.04, -0.01, -0.09], [-0.16, 0.01, 0.04], [-0.02, 0.00, -0.05], [0.00, 0.02, -0.08], [-0.57, -0.13, 0.77], [0.03, 0.02, 0.04], [-0.20, 0.10, -0.24], [-0.07, 0.06, 0.10], [0.03, -0.03, -0.01], [0.06, 0.01, 0.07], [0.04, -0.01, -0.01], [-0.01, 0.01, 0.00], [0.00, -0.03, -0.03], [0.19, -0.14, -0.01], [0.01, -0.03, 0.02], [0.03, 0.18, -0.14], [-0.01, -0.07, 0.00], [0.00, 0.01, 0.01], [0.05, -0.01, 0.00], [0.01, 0.00, 0.09], [0.03, 0.09, 0.02], [0.02, -0.14, 0.00], [0.06, 0.01, -0.02], [0.09, 0.30, -0.16], [-0.13, -0.02, 0.09], [0.01, -0.02, -0.01], [0.02, 0.00, 0.02], [0.00, 0.04, 0.00], [-0.04, 0.04, -0.01], [0.04, -0.02, -0.01], [0.00, 0.07, -0.03], [-0.01, -0.12, -0.03], [-0.09, -0.05, -0.16], [-0.03, 0.03, 0.04], [0.04, 0.02, 0.04], [-0.13, 0.16, 0.23], [-0.10, 0.02, -0.06], [0.01, 0.00, -0.04], [0.05, -0.16, -0.08], [-0.05, 0.00, -0.02], [0.03, 0.04, 0.01], [0.01, -0.05, 0.00], [-0.04, -0.02, 0.00], [0.00, 0.01, -0.14], [0.03, -0.01, -0.47], [-0.06, -0.06, 0.10], [0.13, -0.05, -0.13], [0.32, 0.10, -0.09], [0.40, 0.31, 0.00], [-0.04, 0.00, 0.04], [0.05, -0.04, 0.10], [0.03, 0.00, -0.02], [-0.06, -0.04, -0.13], [0.07, -0.11, 0.16], [0.11, -0.04, 0.03], [-0.02, 0.00, 0.01], [0.00, 0.05, 0.00], [0.19, -0.05, 0.06], [0.01, -0.01, 0.03], [-0.01, -0.01, 0.01], [-0.04, -0.02, 0.09], [0.02, 0.04, 0.02], [-0.01, 0.01, 0.03], [-0.03, -0.03, -0.01], [-0.03, 0.02, 0.01], [0.01, -0.03, 0.01], [0.07, 0.04, -0.01], [0.16, 0.03, -0.01], [0.13, -0.02, -0.17], [-0.19, 0.02, -0.09], [-0.04, 0.00, -0.02], [0.01, 0.04, 0.10], [-0.06, -0.17, -0.02], [0.02, 0.00, 0.00], [0.00, 0.05, -0.03], [0.03, 0.00, 0.03], [0.32, 0.02, -0.25], [0.01, 0.01, -0.02], [-0.02, -0.02, 0.03], [-0.01, 0.01, 0.06], [-0.06, -0.10, 0.14], [0.01, 0.01, 0.00], [0.03, 0.00, 0.06], [0.01, 0.01, -0.01], [0.04, -0.01, 0.04], [0.03, 0.00, -0.01], [0.30, -0.04, 0.01], [0.01, 0.02, -0.02], [-0.34, 0.12, 0.08], [-0.03, -0.01, -0.01], [-0.05, -0.01, 0.14], [-0.04, -0.16, 0.17], [0.00, 0.04, -0.01], [-0.06, -0.05, 0.05], [0.00, 0.01, 0.00], [0.00, -0.07, -0.13], [-0.02, 0.02, -0.01], [0.01, -0.01, -0.03]]}

What DFT total energy values result from the calculations? In sequence: -1949.988842, -281.427585, -6722.538764 a.u..